No. 1
C40H57KN6O3S3Si2Te | ωB97M-V/def2-TZVPD

Properties
ΔE to the lowest compared entry with this formula, charge and spin: 0.7372 eV
highest occupied orbital energy: -0.2606 Eh
largest force on an atom: 1.21 eV Å⁻¹

Each line ends with the Mulliken charge.
Geometry (Å):
H 5.0736 1.9858 3.0087  0.5681
H -3.6563 -4.0552 5.4182  0.3045
C -2.7004 1.3810 0.5946  -0.2970
C -2.1719 5.4775 -0.6924  -0.9347
H -1.5515 4.2534 1.6640  0.6828
H 3.7952 -3.3155 -3.3411  0.3358
H -2.0711 -4.5643 6.0070  0.2993
H 3.1266 -3.9923 3.4613  0.4142
C 3.6923 1.0342 -4.2274  -0.7835
C -1.3562 5.4773 -2.9297  -0.9807
C 0.0962 1.3407 3.3450  -0.3270
C -0.3048 -1.8631 5.4096  -0.6902
H 2.2962 -1.0195 1.9101  -0.5081
C 0.3153 1.6179 4.6813  -1.1234
H -4.3986 0.6889 1.7068  0.4321
C 4.1740 1.2667 -2.9524  -0.9527
C 4.6681 2.0354 2.0082  -1.2913
H -0.9580 -0.7346 -4.5757  0.6820
H -3.2555 -0.5059 5.1640  0.4054
C 2.6018 2.0010 4.1099  -1.3394
N -2.7160 2.6921 0.9298  0.0691
C 2.3312 1.1531 -4.4659  -1.3808
H 2.5305 -4.4149 -2.7627  0.3466
C -4.0215 0.6602 0.6832  -1.4838
C 3.7771 1.8754 -0.5501  0.2741
C 0.4105 -3.4361 0.5380  -0.6799
C 1.5154 1.4940 -3.4006  -0.0172
H -0.4970 1.5707 5.3936  0.5739
H 2.7241 -5.4946 0.0442  0.3244
H -0.0984 3.7949 -3.3822  0.3674
H 3.8867 -1.6781 1.5222  0.5804
H -2.9056 -3.2137 6.7777  0.3038
H -4.0001 -1.4672 3.8807  0.3251
H -0.6488 2.9370 0.8951  -1.0658
H -1.9901 1.3557 -5.7064  0.3400
N -0.7667 3.6953 -1.4446  0.3292
C -1.4870 4.2844 -0.4922  0.3249
O 7.6004 3.2917 0.3684  -0.7162
H -0.8922 1.0596 2.9945  0.3191
H -5.5867 -1.3248 -1.7187  0.5579
C -1.4847 -3.3969 3.0370  -0.8043
H 0.2896 -2.6840 5.8178  0.4188
C -2.7056 -3.6956 5.8178  -1.0632
H -2.3348 -3.9838 2.6875  0.5420
H 1.8367 2.1606 6.1023  0.4329
H -1.7030 -2.8655 -3.4334  0.3859
H 5.2276 1.1694 -2.7316  0.5317
C -3.0484 -1.0921 4.2658  -0.4481
H 0.4415 1.5938 -3.5330  0.7295
C 3.2346 -4.5621 0.2976  -1.0208
O -1.6649 0.8087 0.2830  0.6865
H -3.8709 -0.3726 0.3779  -0.0454
H -0.6392 -4.0706 3.1726  0.2498
H -4.5482 -0.0340 -2.3229  0.0316
N 1.9664 1.7194 -2.1684  -0.0279
C -2.8539 1.2647 -5.0416  -0.8783
H 2.3509 -3.6008 -4.3308  0.3869
H 3.6078 2.2752 4.3891  0.4092
C 1.6068 1.9445 5.0669  -0.7023
H -4.0540 0.6591 -6.7009  0.4517
C -5.4836 -1.2062 -3.8796  -0.8591
H -3.5109 -0.6909 -5.7326  0.2119
H 3.5631 -4.0857 -0.6296  0.2166
N 1.0457 1.3863 2.4137  1.0464
H -2.6248 7.0144 -2.1226  0.4230
C 2.2889 1.7285 2.7775  0.0553
C 2.7220 -3.4952 -3.3131  -1.5095
H -4.7586 1.1323 0.0312  0.4610
C -1.4751 -0.7479 -3.6106  0.2999
H -3.2885 2.2593 -4.9255  0.4595
H -2.9284 -2.1388 -4.4381  0.3433
H 0.3083 -1.3249 4.6839  -0.0189
H -5.0148 -1.9949 -4.4668  0.3676
H -2.6264 -0.4168 3.5155  -0.3285
H 4.1329 -4.8177 0.8638  0.3496
Si -1.8757 -2.5086 4.6370  0.0741
C 2.0541 -2.3776 -2.6546  0.4455
C -4.8580 -1.0610 -2.4875  -0.1961
H 5.7473 2.6105 -1.1129  0.7182
C -1.5427 3.5545 0.8276  0.4275
H -0.5300 -1.1782 6.2306  0.3624
H -1.2644 5.9208 -3.9117  0.4407
C 7.0281 2.6838 1.2873  0.4166
N 2.9006 1.7118 0.4441  0.6035
K 0.6087 0.7164 -0.1402  1.6508
C -2.1076 6.0823 -1.9355  -0.4228
C 3.2811 1.6183 -1.9396  0.4306
S -3.4645 -2.1645 -2.1076  -0.0932
S -5.5165 0.3035 -4.8927  -0.1221
C -3.8799 0.3318 -5.6738  -0.6554
H 1.9123 0.9829 -5.4488  0.4948
H -0.7019 -0.7868 -2.8431  -0.7875
N 1.5419 -1.4855 -2.1475  0.2141
C -2.3547 -1.9920 -3.5241  -0.9375
H -3.6104 3.1255 1.0888  0.2478
C 2.8335 -1.6850 1.2304  0.2098
H 1.7258 -5.0231 3.1574  0.3335
C 3.3291 1.8331 1.7024  1.0945
H 4.3720 0.7634 -5.0258  0.4335
Te -0.9527 -2.0417 1.4566  -0.1310
S -2.2693 0.8620 -3.3799  0.0558
C 2.1084 -4.0037 3.0646  -0.8915
H 1.5035 -3.3480 3.6929  -0.0861
C 5.0765 2.3088 -0.3192  -1.1130
H 2.7755 -1.2642 0.2226  -0.1474
O 7.4417 2.2259 2.3659  -0.7223
H -6.5348 -1.4796 -3.7896  0.3300
Si 2.1329 -3.4118 1.2938  0.1200
C 5.5512 2.3339 0.9824  -0.2813
C -0.7051 4.2902 -2.6334  -0.0540
H -2.7329 5.9284 0.1170  0.4340
H 0.4669 -3.1474 -0.5128  0.0402
H -0.0749 -4.4124 0.5853  0.6904

Atoms 1-3, force components in eV/Å:
-0.002 0.081 0.011
0.001 -0.007 0.009
-0.059 0.024 0.068



No. 2
C30H65N4O3 | ωB97M-V/def2-TZVPD

Properties
net charge: +1
highest occupied orbital energy: -0.4316 Eh
largest force on an atom: 7.18 eV Å⁻¹

Each line ends with the Mulliken charge.
Geometry (Å):
O -0.1660 2.6457 -2.1310  -0.4980
C 9.2670 -6.2294 2.9662  -0.8464
C -3.1155 2.9826 -1.3075  0.4244
H -2.5412 2.9294 1.8636  -0.0707
C -4.8796 0.1645 -4.6087  0.2905
C -4.3539 4.0022 -1.1111  -0.3961
C -6.3736 0.2748 -6.7175  -0.8628
H -2.6644 5.7755 4.4633  0.3429
H 2.4997 -1.8217 0.3646  0.3179
H 5.8146 -3.8098 0.6925  0.1592
H -0.3362 0.1177 -1.1957  0.3100
H -9.0735 3.0958 -0.7870  0.2995
H -4.6427 -1.6753 -3.5043  0.3960
H 9.9922 -2.5168 1.2877  0.3803
H -5.4909 1.9362 -5.6581  0.3505
C -5.1508 3.5690 5.4784  -1.1547
O -3.1672 2.0004 -2.1007  -0.5329
C -0.8785 2.3343 -1.1491  0.5524
H -4.5023 4.0426 2.7379  0.2863
H 5.4023 -2.5891 2.7838  0.3597
C -3.5891 5.2098 4.3087  -0.9430
H -4.5505 -0.7679 -7.2641  0.2257
C -5.9081 0.9506 -5.4240  -0.5028
H 4.4880 1.0532 1.9804  0.3044
C 3.8089 1.2990 1.1608  -1.0861
H 11.5207 -8.3994 1.4188  0.3757
C -4.5189 1.1566 -8.2281  -1.1706
H -4.3919 5.9552 4.2639  0.4080
C 9.2005 -4.5096 1.0350  -0.4581
H -4.0065 1.6881 -7.4225  0.2721
H -2.6329 2.6112 3.5836  0.3587
H 3.7095 -0.8783 3.0106  0.3428
C 8.4802 -5.6205 1.8014  -0.4028
H -6.9203 -0.6424 -6.4731  0.3165
H -8.0546 0.0727 -2.0864  0.2481
C -5.4033 -1.1753 -4.1099  -1.1080
H 8.6512 -7.0103 3.4277  0.3903
H 8.5615 -4.1929 0.2031  0.3604
H 4.2889 2.0725 0.5552  0.3890
H 11.2825 -6.0543 2.1807  0.2395
N -7.8716 0.4607 -1.1420  -0.3738
H -0.0605 0.9735 0.4759  0.0769
H 8.2049 -6.4117 1.0956  0.3484
H 7.5350 -5.2260 2.1928  0.2251
H 4.4185 -0.3008 -0.1442  0.3122
H -1.8067 0.5798 -0.1583  0.3273
H 4.3918 -3.0924 -0.0641  0.3447
H 10.0974 -7.6818 0.6645  0.2805
H -7.2490 4.9424 -0.7462  0.2870
H 9.9089 -8.7930 2.0334  0.2902
H -5.2105 2.8924 4.6221  0.2529
H -3.0031 3.5850 5.6223  0.2509
H -5.7096 -0.5879 -8.5646  0.3781
H 2.8583 0.3964 -0.5294  0.3505
H 5.5763 -1.4646 1.4521  0.2404
N -5.9494 1.8359 -1.1243  -0.0915
H -4.5911 0.7684 -3.7416  -0.2395
H -5.2786 2.9682 6.3827  0.3793
H -5.2061 1.8522 -8.7181  0.2921
H 10.1933 -3.5374 2.7118  0.3031
C -5.7640 3.2650 -1.0289  0.1595
H 1.8290 -0.6346 1.4604  0.2217
H 2.9435 -2.4186 2.6976  0.4142
H 9.4167 -5.4698 3.7411  0.3371
H 11.1103 -7.1797 3.5118  0.3550
H 4.2016 -4.2028 1.3056  0.2857
C -1.0366 3.9338 3.0039  -1.2498
H -3.9672 0.0088 -5.1909  0.3550
C 4.9191 -2.2353 1.8669  -0.2648
C 4.8202 -3.4009 0.8925  -1.0312
C 10.5269 -7.9905 1.6205  -1.1761
H -5.6579 -1.8429 -4.9362  0.3476
H -7.0990 0.9334 -7.2094  0.3813
H -6.2939 -1.0393 -3.4885  0.0758
C -3.5250 4.4884 2.9591  -0.4748
H -0.8749 4.3700 3.9921  0.3968
C -3.8196 4.3066 5.5212  -0.4071
C -5.2625 -0.0673 -7.7114  -0.3747
H -3.3526 5.2371 2.1755  0.2809
C 2.7748 -1.0300 1.0701  -0.3523
C -2.4542 3.4011 2.8485  0.0872
H -3.7946 4.9258 6.4237  0.3899
H -4.3749 4.6283 -2.0873  0.4084
N -7.0565 3.9290 -0.8618  -0.0302
C -7.3944 1.7309 -1.0384  0.1308
C 3.5601 -1.6384 2.2361  -1.0442
N -8.0527 3.0006 -0.8696  -0.0956
C 3.4964 0.0801 0.3036  -0.4339
H 2.8939 1.7222 1.5855  0.1596
H -5.9853 4.2738 5.4204  0.2876
H -0.8218 4.6965 2.2502  0.2658
H 10.1227 -4.8894 0.5859  0.3255
C -0.7365 0.8871 -0.4427  -0.5346
C 10.6261 -6.8255 2.5956  -0.4028
H -4.1606 4.7588 -0.2709  0.2954
H -0.3136 3.1229 2.8790  0.3139
H -6.7891 1.1393 -4.7968  0.2465
H -3.7628 0.8579 -8.9590  0.3799
C 9.5131 -3.2912 1.8931  -1.0961
H 8.5983 -2.8691 2.3188  0.1871
H -8.0124 -0.1076 -0.2883  0.2387
O -1.8940 3.2295 -0.5880  -0.2612

Atoms 1-3, force components in eV/Å:
-3.601 -0.518 4.603
0.035 0.121 0.082
0.862 -3.269 -1.887



no.,Kohn-Sham gap (eV)
1,6.89
2,7.39